(1)
Density functional theory data (the ωB97M-V functional and the def2-TZVPD basis) for a structure of composition ClPd2 in a non-equilibrium geometry.

```
! RIJCOSX wB97M-V def2-TZVPD def2/J DEFGRID3
* xyz 3 5
Pd -1.84 9.90 -22.18
Pd -2.23 12.75 -20.60
Cl -2.90 11.44 -21.84
*
```

Properties
⟨S²⟩: 6.01
ΔE to the lowest compared entry with this formula, charge and spin: 3.982 eV
E_HOMO (alpha / beta): -29.02 / -29.87 eV

(2)
Density functional theory data (the ωB97M-V functional and the def2-TZVPD basis) for a structure of composition C27H39N3O2PdSTe.

```
! RIJCOSX wB97M-V def2-TZVPD def2/J DEFGRID3
* xyz 3 2
Te 0.62 -1.58 0.41
Pd 0.07 2.53 -1.90
S -1.34 2.92 -3.99
O -1.81 3.14 0.53
O -1.05 -1.30 -0.69
N -0.15 0.66 -1.39
N 1.54 1.97 -3.24
N 0.86 4.48 -2.33
C -0.66 -5.69 1.13
C -2.41 -0.05 -2.15
C -0.94 2.17 5.29
C -1.44 0.24 3.76
C -1.13 4.73 -3.87
C 0.54 1.53 3.36
C 0.23 -3.49 1.19
C -1.21 3.00 -0.40
C -1.06 -4.27 -0.89
C -0.04 2.39 -5.15
C -0.14 -5.95 2.40
C 0.88 0.72 2.29
C 1.73 -2.74 3.14
C -0.36 -7.29 3.04
C 0.28 5.17 -3.52
C 0.62 -4.96 3.02
C 2.15 1.00 1.53
C 0.93 1.42 -4.49
C -0.62 1.30 4.12
C 2.52 3.09 -3.49
C 0.83 -3.72 2.43
C 2.32 4.20 -2.47
C 0.02 -0.34 1.97
C -0.49 -4.47 0.49
C -1.15 -0.61 2.69
C -2.12 -1.73 2.42
C -1.12 -0.17 -1.39
H 0.45 3.27 -5.56
H 1.18 -2.16 3.89
H -1.11 3.20 4.96
H -0.53 1.89 -5.98
H -2.75 0.99 -2.19
H -0.28 -3.97 -1.59
H 2.69 3.90 -1.49
H 2.71 1.81 2.01
H 2.52 -3.28 3.65
H 0.41 0.50 -4.21
H 1.20 2.34 3.64
H 2.23 -2.03 2.47
H 2.82 0.14 1.50
H 0.28 6.25 -3.34
H -1.42 -7.47 3.18
H 1.95 1.31 0.50
H -1.85 -3.53 -0.90
H -1.48 -5.21 -1.25
H -2.34 0.05 4.34
H 2.86 5.10 -2.78
H -3.14 -1.36 2.51
H 0.73 5.08 -1.52
H 1.08 -5.17 3.98
H -1.45 5.18 -4.81
H -1.99 -2.52 3.16
H 0.13 -7.35 4.01
H -3.17 -0.67 -1.70
H 2.38 3.44 -4.51
H 3.54 2.70 -3.42
H 0.03 -8.08 2.41
H 2.02 1.20 -2.79
H -0.11 2.20 5.99
H -2.02 -2.18 1.43
H -1.83 1.83 5.81
H -1.85 5.02 -3.11
H -1.22 -6.46 0.62
H 0.95 5.00 -4.36
H 1.73 1.15 -5.20
H -2.25 -0.39 -3.18
*
```

Properties
⟨S²⟩: 0.79
ΔE to the lowest compared entry with this formula, charge and spin: 0.000 eV
E_HOMO (alpha / beta): -15.97 / -15.96 eV

(3)
Density functional theory data (the ωB97M-V functional and the def2-TZVPD basis) for the molecule C4H6O2.

```
! RIJCOSX wB97M-V def2-TZVPD def2/J DEFGRID3
* xyz 0 1
O -1.79 0.90 -0.14
O 1.79 0.60 0.43
C -0.10 -0.73 -0.27
C 1.32 0.04 1.51
C 0.90 0.24 -0.75
C -1.38 -0.41 -0.13
H -2.13 -1.16 0.05
H -2.73 0.93 -0.32
H 1.95 0.36 2.36
H 0.44 1.17 -1.11
H 0.23 -1.74 -0.07
H 1.50 -0.19 -1.57
*
```

Properties
ΔE to the lowest compared entry with this formula, charge and spin: 4.660 eV
E_HOMO: -7.72 eV

(4)
Density functional theory data (the ωB97M-V functional and the def2-TZVPD basis) for a structure of composition C31H29AlBr2ClN3OP in a non-equilibrium geometry.

```
! RIJCOSX wB97M-V def2-TZVPD def2/J DEFGRID3
* xyz 3 1
Br -3.51 3.38 -0.85
Br -0.65 8.18 -0.39
Cl 3.12 1.15 0.36
P 0.84 -1.08 0.13
Al 0.99 1.40 -0.29
O -0.57 2.10 -0.48
N 1.66 3.38 -0.53
N -1.90 -0.55 -0.39
N -4.70 0.12 -0.73
C -3.92 -0.50 -1.84
C 4.97 -0.76 0.14
C 0.60 5.58 -0.49
C -0.03 -3.53 -3.01
C -2.68 0.06 0.68
C 0.30 -2.53 -0.84
C -1.83 4.20 -0.64
C 1.23 -0.87 2.88
C 2.85 3.99 -0.59
C 2.98 5.37 -0.54
C 3.10 -2.80 0.06
C 0.19 -2.41 -2.22
C -0.67 3.45 -0.54
C 4.45 -3.10 -0.01
C -0.10 -4.78 -2.42
C -0.63 6.30 -0.50
C 0.04 -4.92 -1.04
C -1.82 5.60 -0.61
C -4.17 -0.29 0.59
C 3.62 -0.50 0.21
C -0.89 -2.53 3.56
C -0.68 -2.18 2.23
C 1.87 6.17 -0.46
C 0.22 -3.80 -0.25
C 2.64 -1.49 0.16
C -0.05 -2.04 4.54
C 0.40 -1.38 1.88
C 0.55 4.16 -0.51
C 5.39 -2.08 0.01
C 1.00 -1.20 4.20
C -2.44 -0.12 -1.68
H 1.96 7.24 -0.40
H 2.07 -0.24 2.64
H 3.97 5.80 -0.55
H 4.76 -4.13 -0.10
H 5.69 0.04 0.17
H -2.32 0.96 -1.75
H -4.04 -1.58 -1.79
H -1.71 -3.19 3.81
H -4.30 -0.13 -2.79
H -4.30 -1.37 0.70
H 1.66 -0.82 4.97
H -2.30 -0.28 1.64
H -2.75 6.14 -0.66
H 3.74 3.38 -0.69
H 0.32 -3.93 0.82
H 0.31 -1.43 -2.68
H -1.87 -0.59 -2.49
H -1.33 -2.59 1.47
H -1.97 -1.56 -0.33
H -4.72 0.22 1.38
H -4.64 1.14 -0.82
H -5.69 -0.14 -0.81
H 0.02 -5.89 -0.59
H 2.40 -3.62 0.03
H -2.54 1.14 0.61
H 6.44 -2.30 -0.08
H -0.14 -3.43 -4.07
H -0.22 -2.32 5.57
H -0.24 -5.66 -3.02
*
```

Properties
ΔE to the lowest compared entry with this formula, charge and spin: 2.332 eV
E_HOMO: -16.01 eV

(5)
Density functional theory data (the ωB97M-V functional and the def2-TZVPD basis) for a structure of composition C24H43FLuP2 in a non-equilibrium geometry.

```
! RIJCOSX wB97M-V def2-TZVPD def2/J DEFGRID3
* xyz 1 1
Lu 0.21 -0.03 -1.73
P -1.72 1.59 -2.22
P 0.27 2.72 -0.02
F 1.52 0.57 -3.06
C 0.22 3.54 1.66
C -0.91 0.61 2.82
C -2.47 1.67 -3.90
C 2.43 -1.01 3.76
C 2.36 -2.56 -2.88
C -1.29 3.42 -2.22
C -1.10 -2.47 -1.46
C 1.06 -2.29 -0.67
C 2.66 -0.29 2.63
C -3.13 1.57 -1.04
C -0.89 3.93 -0.84
C 2.21 -2.46 0.25
C 1.89 3.28 -0.67
C 0.41 0.16 4.83
C 1.12 -2.35 -2.10
C -0.54 -3.13 -3.91
C 1.03 -1.20 4.28
C -0.76 -2.80 1.08
C -0.81 0.67 4.15
C 0.28 0.23 1.94
C -0.31 -2.39 -0.28
C 1.70 0.81 2.25
C -2.46 -3.08 -1.42
C -0.23 -2.50 -2.59
H 2.31 -1.54 0.84
H -1.87 0.80 2.30
H 0.09 -3.06 1.72
H 2.10 1.25 1.31
H 1.94 3.05 -1.74
H 3.16 -2.62 -0.28
H 2.54 -1.72 -3.55
H -3.07 -2.73 -2.27
H 0.01 0.54 0.89
H 2.05 -3.30 0.95
H -0.48 4.39 1.65
H -1.68 1.95 -4.61
H -2.96 -2.79 -0.50
H 2.71 2.74 -0.17
H 3.24 -1.43 4.37
H -2.77 1.53 0.00
H 1.00 -1.90 5.12
H -0.38 4.91 -0.88
H -1.54 -3.58 -3.90
H -0.47 -2.41 -4.74
H -3.74 0.67 -1.23
H -1.75 4.04 -0.16
H 0.40 -0.87 1.85
H 0.40 -1.66 3.49
H -3.73 2.48 -1.19
H -2.89 0.69 -4.18
H 0.20 -3.92 -4.09
H -1.43 -3.68 1.06
H -0.45 3.52 -2.94
H -2.42 -4.18 -1.45
H -3.26 2.44 -3.87
H 1.69 1.62 2.99
H 2.03 4.36 -0.51
H 1.13 0.98 4.83
H -1.60 1.11 4.76
H 3.51 -0.48 1.90
H -0.13 2.84 2.43
H -1.35 -2.02 1.59
H 2.30 -3.48 -3.47
H -2.18 3.94 -2.60
H 0.19 0.05 5.90
H 3.22 -2.65 -2.21
H 1.20 3.92 1.98
*
```

Properties
ΔE to the lowest compared entry with this formula, charge and spin: 0.982 eV
E_HOMO: -10.52 eV

(6)
Density functional theory data (the ωB97M-V functional and the def2-TZVPD basis) for a structure of composition C5H5HgNO5 in a non-equilibrium geometry.

```
! RIJCOSX wB97M-V def2-TZVPD def2/J DEFGRID3
* xyz 2 1
Hg 0.31 0.24 -1.86
O 0.22 3.57 -3.23
O 3.08 -1.39 -3.23
O -1.70 -0.32 0.21
O 0.51 0.22 0.41
O -2.64 -1.39 -3.21
N 0.54 -0.64 2.71
C 0.22 2.48 -2.94
C 2.11 -0.84 -2.94
C -1.69 -0.84 -2.92
C -0.68 0.21 2.37
C -0.72 0.04 0.86
H 0.35 -1.62 2.46
H 1.36 -0.31 2.17
H -1.59 -0.09 2.89
H -0.38 1.27 2.53
H 0.70 -0.59 3.72
*
```

Properties
ΔE to the lowest compared entry with this formula, charge and spin: 0.000 eV
E_HOMO: -18.10 eV